Here is a cluster of 19 separate species, C25H88FN4O20 in total in a non-equilibrium geometry from the Open Molecules 2025 dataset. Energies are from ωB97M-V/def2-TZVPD.

Results
Charge: +1
Gap between HOMO and LUMO (eV): 8.61

Geometry (Å):
C (-6.8817, 5.2042, -0.0088)
C (-6.4648, 4.3013, 1.1758)
C (-5.2234, 3.4403, 0.8765)
C (-4.3188, 3.2759, 2.1169)
C (-2.8470, 3.0866, 1.7102)
C (-1.8516, 3.5614, 2.7638)
C (-0.4561, 3.7275, 2.1542)
C (0.6550, 3.4346, 3.1658)
C (0.9699, 1.9274, 3.1707)
C (2.0987, 1.5494, 2.2286)
C (2.4851, 0.0741, 2.4224)
C (1.3438, -0.8149, 1.9703)
C (1.7214, -2.2855, 1.8656)
C (2.9559, -2.5209, 1.0053)
C (2.6613, -1.9880, -0.4148)
C (2.8548, -2.9923, -1.5338)
O (4.2271, -3.4868, -1.4142)
N (4.3196, -4.7925, -0.9649)
O (5.4122, -5.0467, -0.6289)
C (1.8534, -4.1299, -1.2934)
N (0.4342, -3.6597, -1.4587)
C (-0.5180, -4.7676, -1.1582)
C (-1.8557, -4.2603, -0.6086)
C (0.2332, -2.8969, -2.7522)
C (-0.9201, -3.3233, -3.6543)
N (-2.2122, -2.7019, -3.2876)
C (-3.3042, -3.6220, -3.6727)
C (1.5127, -2.9063, -3.5931)
N (2.7093, -2.4833, -2.8799)
C (3.0819, -1.1368, -3.1370)
C (4.4889, -0.7326, -2.7692)
F (2.1333, -0.2028, -2.6507)
H (-6.1486, 5.1702, -0.8120)
H (-6.9465, 6.2364, 0.3230)
H (-7.8645, 4.9211, -0.3705)
H (-6.3058, 4.9096, 2.0603)
H (-7.2739, 3.6108, 1.4081)
H (-5.5290, 2.4329, 0.5984)
H (-4.6684, 3.8794, 0.0584)
H (-4.6818, 2.4258, 2.6893)
H (-4.3757, 4.1572, 2.7512)
H (-2.6786, 3.6580, 0.7978)
H (-2.6764, 2.0342, 1.4762)
H (-1.7708, 2.7760, 3.5170)
H (-2.2089, 4.4679, 3.2434)
H (-0.3228, 4.7264, 1.7468)
H (-0.3800, 3.0074, 1.3392)
H (0.3347, 3.7759, 4.1445)
H (1.5681, 3.9492, 2.8880)
H (0.0516, 1.4193, 2.8713)
H (1.1525, 1.6113, 4.1962)
H (1.6893, 1.5978, 1.2187)
H (2.9553, 2.2032, 2.3012)
H (3.4205, -0.1288, 1.9042)
H (2.6605, -0.1165, 3.4802)
H (0.5537, -0.7537, 2.7124)
H (0.8860, -0.4820, 1.0384)
H (1.9712, -2.6495, 2.8653)
H (0.8869, -2.9155, 1.5296)
H (3.8139, -2.0345, 1.4501)
H (3.1555, -3.5908, 1.0404)
H (1.6442, -1.6037, -0.3934)
H (3.2711, -1.1041, -0.5378)
H (1.9098, -4.5066, -0.2838)
H (1.9812, -4.9868, -1.9471)
H (0.2989, -2.9865, -0.6967)
H (-0.6136, -5.4800, -1.9672)
H (-0.0715, -5.3253, -0.3409)
H (-1.8662, -4.3789, 0.4613)
H (-2.6993, -4.7385, -1.0800)
H (-1.9300, -3.1887, -0.7807)
H (0.0568, -1.8599, -2.4882)
H (-0.6617, -2.9393, -4.6412)
H (-1.0121, -4.3944, -3.7974)
H (-2.3383, -1.9255, -3.9292)
H (-3.1977, -3.9574, -4.7090)
H (-3.2638, -4.5241, -3.0733)
H (-4.2737, -3.1482, -3.5759)
H (1.6929, -3.8924, -4.0277)
H (1.3074, -2.2409, -4.4182)
H (3.0255, -1.0115, -4.2172)
H (4.8292, -1.1003, -1.8124)
H (4.5435, 0.3495, -2.7550)
H (5.1401, -1.0472, -3.5750)
O (3.1006, 4.1273, 0.8420)
H (4.0371, 4.2972, 0.6943)
H (2.7731, 3.8813, -0.0308)
O (-0.7192, -1.7421, 4.0736)
H (-0.5599, -2.6933, 4.0222)
H (-1.0126, -1.6020, 4.9837)
O (3.7134, 2.5901, -1.5014)
H (3.1042, 2.0421, -2.0094)
H (4.5357, 2.5805, -2.0106)
O (2.9215, 2.9712, 5.5487)
H (3.1847, 3.8869, 5.4013)
H (3.7550, 2.4873, 5.5553)
O (3.0859, -4.0750, 3.9523)
H (3.7472, -3.3844, 4.1054)
H (3.5842, -4.8986, 4.0094)
O (1.7384, -1.3872, -6.8986)
H (1.7781, -0.6223, -6.3133)
H (2.6045, -1.8031, -6.8184)
O (-3.6167, -0.9780, 3.5067)
H (-3.5928, -0.9919, 2.5426)
H (-2.7152, -1.1994, 3.7765)
O (-2.8919, -6.4960, 1.0948)
H (-3.3623, -6.6916, 1.9135)
H (-3.4998, -6.7852, 0.4049)
O (5.8372, 3.9748, -3.2858)
H (5.5451, 3.8513, -4.1948)
H (6.6043, 4.5617, -3.3624)
O (-4.5493, 4.6835, -2.2753)
H (-4.9158, 4.4670, -3.1431)
H (-3.7603, 5.2029, -2.4662)
O (-10.0807, 4.4435, 0.1660)
H (-9.9707, 3.4901, 0.0809)
H (-10.2651, 4.5724, 1.1041)
O (8.4070, 4.9364, -4.2519)
H (8.3705, 5.0763, -5.2048)
H (9.3371, 4.7639, -4.0686)
O (4.8951, -1.0150, 4.8641)
H (4.1071, -0.4639, 4.9240)
H (5.3591, -0.6873, 4.0802)
O (6.3866, -0.7659, 2.3450)
H (6.3890, -0.7108, 1.3835)
H (7.2809, -1.0463, 2.5732)
O (3.1550, -7.4530, 0.6133)
H (2.8000, -7.6320, -0.2642)
H (3.9606, -6.9491, 0.4487)
O (-9.3664, 7.5184, -0.2102)
H (-9.7414, 7.3781, -1.0860)
H (-9.5412, 6.6908, 0.2513)
O (-5.6626, 2.5849, -4.1428)
H (-6.6097, 2.7423, -4.0516)
H (-5.4646, 1.9270, -3.4668)
O (-1.6303, -1.1507, 0.7456)
H (-1.4861, -0.1961, 0.7811)
H (-1.4219, -1.4486, 1.6418)

Forces on the atoms, in the same order (eV/Å):
0.105 -0.114 0.489
-0.057 -0.334 -0.761
-0.088 0.165 1.162
0.320 -0.048 -0.817
-0.591 0.358 0.419
0.308 -0.866 -0.480
0.064 0.234 0.493
0.016 -0.447 -0.565
-0.410 0.692 0.562
-0.477 -1.095 0.220
-0.231 0.699 -0.193
-0.298 -0.618 0.168
0.636 0.130 0.936
-0.867 -0.473 -0.365
0.642 0.237 0.918
-0.011 -0.370 -0.006
-0.157 0.200 0.033
0.245 -0.107 0.272
-0.238 0.001 -0.242
-0.302 -0.426 -0.414
0.315 0.223 0.147
-0.579 -0.629 1.084
0.691 0.943 -0.364
0.071 0.268 -0.901
-0.441 0.829 -0.064
-0.275 -0.816 -0.479
0.355 -0.032 -0.236
0.116 -0.702 0.487
-0.335 0.575 0.390
0.473 -0.020 -0.953
-0.172 0.290 0.126
-0.084 -0.032 0.342
-0.137 -0.054 0.006
-0.108 0.164 -0.074
0.035 0.080 -0.235
0.138 0.042 0.160
-0.262 0.089 0.228
-0.068 -0.045 -0.461
0.156 0.043 -0.172
0.082 -0.036 0.340
-0.132 0.164 0.059
0.051 0.028 -0.171
0.207 -0.120 -0.125
-0.146 0.087 0.347
0.059 0.159 0.093
-0.143 0.121 -0.239
0.168 0.056 -0.303
0.063 0.051 0.243
0.100 0.291 0.067
-0.101 -0.247 -0.035
0.366 -0.145 0.048
0.307 0.436 -0.310
0.056 0.202 0.095
0.063 -0.044 -0.148
0.098 -0.066 0.153
0.001 0.159 -0.067
0.222 0.345 -0.179
-0.267 0.007 -0.144
-0.142 0.053 -0.187
0.197 0.043 -0.033
0.226 -0.097 -0.159
-0.167 0.021 -0.451
0.039 0.167 -0.406
0.191 -0.004 0.240
0.118 0.048 -0.223
-0.210 0.038 -0.109
0.187 0.290 -0.462
0.380 -0.130 -0.034
-0.265 -0.345 0.227
-0.165 -0.151 0.133
-0.263 0.077 -0.234
-0.108 0.120 0.337
0.287 -0.154 -0.189
0.007 -0.227 0.281
0.161 0.289 0.368
-0.084 0.036 -0.160
-0.128 -0.037 0.277
-0.072 0.093 0.201
-0.163 -0.113 -0.039
0.230 0.192 -0.220
-0.235 -0.015 -0.119
0.185 -0.157 0.022
-0.064 0.185 0.058
0.267 -0.344 0.072
0.006 0.335 0.095
-0.096 -0.016 -0.060
0.205 -0.087 0.013
-0.394 -0.278 0.215
0.080 0.051 0.047
0.158 0.064 0.003
-0.005 -0.406 -0.239
-0.048 0.021 0.082
0.009 0.449 0.018
0.220 -0.009 -0.021
-0.105 -0.035 -0.004
-0.051 0.042 0.059
0.371 -0.122 0.010
-0.049 0.026 0.138
-0.090 0.035 0.074
0.024 -0.082 0.361
0.001 0.081 -0.190
-0.027 0.037 -0.144
0.069 -0.049 -0.058
-0.026 0.033 0.066
-0.086 0.029 -0.174
-0.184 -0.130 0.045
0.098 -0.012 -0.005
0.039 -0.010 0.058
-0.164 -0.071 -0.032
0.023 0.065 0.068
0.087 -0.226 0.005
0.271 0.089 -0.278
0.027 -0.203 0.064
-0.081 0.005 0.053
-0.202 -0.079 0.236
0.020 0.071 -0.063
-0.037 -0.038 -0.050
0.099 0.025 -0.184
-0.001 0.046 0.073
-0.087 0.019 0.089
-0.102 -0.009 -0.083
0.071 -0.062 0.068
-0.066 -0.103 -0.059
0.151 -0.074 -0.094
-0.050 0.076 0.078
-0.060 0.016 0.033
-0.083 0.244 -0.123
0.079 -0.111 0.074
0.021 -0.114 0.032
-0.123 0.062 0.021
0.030 0.000 0.067
0.093 -0.018 -0.178
-0.135 -0.003 0.030
0.049 -0.015 -0.057
0.041 0.128 0.020
0.035 -0.092 0.039
-0.037 -0.045 -0.012
0.049 0.096 0.001

These are the Löwdin partial charges, in e, on atoms 1 to 6: -0.097, -0.236, -0.210, -0.200, -0.217, -0.208